Record 1
Entry from the Open Molecules 2025 dataset: a cluster of 2 separate species, Cl2H3PSi in total in a non-equilibrium geometry (wB97M-V/def2-TZVPD).

Calculated values
LUMO energy (alpha / beta), eV: -0.8 / -0.6
Energy relative to the best compared isomer or geometry (same formula, charge and spin), kcal/mol: 94.3

```
7
Properties=species:S:1:pos:R:3:forces:R:3
Si 0.046 0.211 -0.517 -0.2 3.0 0.8
P 0.070 -0.272 1.695 0.7 -1.5 -0.9
Cl -0.983 -0.537 -2.010 -1.1 -1.1 -1.0
Cl 1.979 0.024 -0.994 1.0 -0.2 -0.1
H -0.346 2.857 -1.315 0.2 -1.4 0.6
H 0.461 -1.597 1.078 -0.4 1.1 1.0
H -1.228 -0.685 2.063 -0.2 0.0 -0.5
```
Forces are in eV/Å.

=====

Record 2
Entry from the Open Molecules 2025 dataset: the ion C3H5O2Se with charge -1 in a non-equilibrium geometry (wB97M-V/def2-TZVPD).

Calculated values
Charge: -1
LUMO energy, eV: 3.5
Energy relative to the best compared isomer or geometry (same formula, charge and spin), kcal/mol: 11.9

```
11
Properties=species:S:1:pos:R:3:forces:R:3
C -1.605 -0.330 -0.083 1.5 -1.0 -0.9
C -0.028 -0.753 -0.626 -2.0 2.2 2.1
C 0.706 0.494 -0.242 0.0 1.9 -0.1
O -1.616 0.272 1.015 -0.4 -0.1 -0.2
O -2.545 -0.619 -0.806 -0.5 -0.3 -0.6
Se 0.564 0.512 1.666 1.4 1.0 1.9
H 0.384 -1.506 0.036 -0.1 -0.8 -0.6
H 0.038 -0.823 -1.666 -0.4 -1.1 -1.7
H 0.242 1.465 -0.648 0.6 -1.5 0.4
H 1.787 0.537 -0.372 -0.2 -0.2 -0.6
H 2.072 0.750 1.726 -0.1 -0.1 0.3
```
Forces are in eV/Å.

=====

Record 3
Entry from the Open Molecules 2025 dataset: an isolated molecule of C5H12O in a non-equilibrium geometry (wB97M-V/def2-TZVPD).

Calculated values
SMILES string: CCC(C)(C)O
LUMO energy, eV: 0.9
Energy relative to the best compared isomer or geometry (same formula, charge and spin), kcal/mol: 42.1

```
18
Properties=species:S:1:pos:R:3:forces:R:3
C 1.948 -0.332 -0.906 0.0 0.2 0.1
C 0.852 -0.626 0.120 0.0 0.7 0.5
C -0.556 -0.075 -0.132 -0.4 1.6 1.1
C -1.644 -0.946 0.467 0.0 0.3 0.1
C -0.578 1.464 0.829 -0.6 -0.6 -0.9
O -0.865 0.184 -1.462 0.0 0.1 -0.3
H 1.845 -0.824 -1.886 -0.2 0.0 0.3
H 2.923 -0.638 -0.511 -0.2 0.1 0.0
H 2.009 0.750 -1.075 0.1 -0.1 -0.1
H 0.848 0.138 0.895 2.4 -1.2 0.9
H 0.908 -1.645 0.538 -0.3 0.4 -0.4
H -1.417 -1.106 1.525 -0.2 0.0 -0.1
H -1.758 -1.932 -0.011 0.3 0.4 -0.1
H -2.586 -0.406 0.370 -0.1 -0.1 0.1
H -0.496 1.415 1.948 -0.1 -0.8 -0.9
H -1.553 1.901 0.635 -0.2 0.1 -0.1
H 0.167 2.259 0.577 -0.2 -1.0 -0.5
H -0.048 0.419 -1.922 -0.2 0.0 0.1
```
Forces are in eV/Å.